Formula: C4H9NOS
Source: the OMol25 dataset
Level of theory: ωB97M-V with the def2-TZVPD basis set

E_HOMO: -8.8 eV
SMILES: C=C[S@](C)(=O)=NC
energy relative to the best compared isomer or geometry (same formula, charge and spin): 118.8 kcal/mol
electronic energy: -685.8296 hartree
HOMO-LUMO gap: 0.354 Eh

Geometry as ORCA input:
```
! wB97M-V def2-TZVPD RIJCOSX def2/J DEFGRID3
* xyz 0 1
C -1.7096 -1.4592 0.7966
C -0.3979 -1.4501 0.9055
S 0.6996 -0.1810 0.2493
C 1.1739 -1.0851 -1.4303
O 1.7455 -0.2119 1.3005
N 0.0085 1.1331 -0.1221
C 0.4321 2.3517 0.5197
H -2.4678 -2.0545 1.2316
H -2.2980 -0.7720 0.0430
H 0.0486 -2.2372 1.5044
H 0.2805 -0.9776 -1.9749
H 1.8460 -0.5210 -2.0187
H 1.5296 -2.1429 -1.0562
H 0.5155 3.0684 -0.1733
H 1.3072 2.3285 1.1425
H -0.3332 2.8081 1.3443
*
```